1.
Molecular formula: CH2NOPS
Method: DFT, ωB97M-V/def2-TZVPD

Geometry as XYZ:
```
7
Properties=species:S:1:pos:R:3
N -1.2917 -0.2324 0.7942
H -1.5423 0.4688 0.2250
O -0.0892 -0.7996 0.1384
P 1.1466 1.2057 1.4812
H 1.6978 -0.3583 -0.2400
S -0.9318 0.5174 2.2641
C 0.9983 -0.0208 0.3608
```

Its structure (SMILES) is C1=PSNO1. For the HOMO-LUMO gap, the calculation gives 8.7 eV. For the LUMO energy, the calculation gives 0.074 eV. The highest occupied orbital energy is -8.676 eV.

=====

2.
Molecular formula: CH2NOS2
Method: DFT, ωB97M-V/def2-TZVPD

Geometry as XYZ:
```
7
Properties=species:S:1:pos:R:3
N -1.5834 0.7501 0.3023
O 1.3454 -1.5885 0.4550
H -0.7173 0.4252 0.9996
S 2.4669 0.5204 -0.7402
C 1.6856 -0.6093 -0.0561
S -0.8953 0.4490 -1.3643
H -2.3020 0.0531 0.4037
```

For the HOMO-LUMO gap, the calculation gives 5.3 eV. As for the net charge: -1. For the LUMO energy, the calculation gives 3.251 eV. The highest occupied orbital energy is -2.019 eV.

=====

3.
Molecular formula: CH2NOS2
Method: DFT, ωB97M-V/def2-TZVPD

Geometry as XYZ:
```
7
Properties=species:S:1:pos:R:3
O -0.9343 1.1062 0.9688
S -2.7417 -0.6119 -0.0457
H 1.1778 -0.9746 -0.9781
C -1.6199 0.2557 0.5595
N 1.4854 -0.0477 -0.7937
H 0.5760 0.4805 -0.5803
S 2.0567 -0.2081 0.8695
```

For the HOMO-LUMO gap, the calculation gives 4.4 eV. As for the net charge: -1. For the LUMO energy, the calculation gives 2.772 eV. The highest occupied orbital energy is -1.633 eV.

=====

4.
Molecular formula: CH2NOS3
Method: DFT, ωB97M-V/def2-TZVPD

Geometry as XYZ:
```
8
Properties=species:S:1:pos:R:3
O -0.8091 -1.3898 0.3763
S 0.9877 1.9341 -0.5471
N 0.1490 -0.5688 0.0537
S -2.2650 0.8522 -0.9081
H -2.0297 -0.2963 -0.1528
C 0.0073 0.6254 -0.3086
H 2.1122 -0.0094 0.9963
S 1.8476 -1.1473 0.4903
```

For the HOMO-LUMO gap, the calculation gives 6.6 eV. As for the net charge: -1. For the LUMO energy, the calculation gives 2.864 eV. The highest occupied orbital energy is -3.776 eV.

=====

5.
Molecular formula: CH2NP
Method: DFT, ωB97M-V/def2-TZVPD

Geometry as XYZ:
```
5
Properties=species:S:1:pos:R:3
N 1.7074 -1.4030 1.1338
C 0.9882 -1.0491 0.3357
H -0.6602 1.4102 -1.4797
P -1.1725 0.2793 -0.6339
H -0.8629 0.7626 0.6441
```

For the HOMO-LUMO gap, the calculation gives 8.3 eV. For the LUMO energy, the calculation gives -2.816 eV. The highest occupied orbital energy is -11.130 eV.

=====

6.
Molecular formula: CH2O
Method: DFT, ωB97M-V/def2-TZVPD

Geometry as XYZ:
```
4
Properties=species:S:1:pos:R:3
O -0.5633 -0.0243 -1.0101
C 0.0611 -0.0226 0.0423
H 0.6524 0.9124 0.3288
H -0.1502 -0.8655 0.6390
```

Its structure (SMILES) is C=O. For the HOMO-LUMO gap, the calculation gives 11.1 eV. For the LUMO energy, the calculation gives 0.792 eV. The highest occupied orbital energy is -10.258 eV.

=====

7.
Molecular formula: CH2O2
Method: DFT, ωB97M-V/def2-TZVPD

Geometry as XYZ:
```
5
Properties=species:S:1:pos:R:3
H 0.8336 1.0199 -0.1456
O -0.7886 -0.4294 0.0288
H 1.2464 -0.8531 0.0228
C 0.5353 -0.0531 0.0586
O -1.8268 0.3157 0.0354
```

For the HOMO-LUMO gap (alpha / beta), the calculation gives 9.8 / 9.0 eV. For the LUMO energy (alpha / beta), the calculation gives -0.465 / -0.557 eV. The highest occupied orbital energy (alpha / beta) is -10.233 / -9.536 eV.

=====

8.
Molecular formula: CH2O2S
Method: DFT, ωB97M-V/def2-TZVPD

Geometry as XYZ:
```
6
Properties=species:S:1:pos:R:3
C -0.3071 -0.2992 0.2695
S 0.9380 0.3350 -0.9657
O -0.4117 0.5296 1.3212
H 0.2013 1.2064 1.2232
O -1.0300 -1.1794 -0.0009
H 0.6095 -0.5924 -1.8473
```

Its structure (SMILES) is O=C(O)S. For the HOMO-LUMO gap, the calculation gives 10.8 eV. For the LUMO energy, the calculation gives 0.417 eV. The highest occupied orbital energy is -10.383 eV.